9 unconnected molecules or ions with the total composition C30H51Br16NO6 at a distorted geometry, computed with ωB97M-V/def2-TZVPD.

Properties
- M: 1800.20 g/mol
- SMILES: COCCCN(CCO)C(=O)OOC(=O)c1ccccc1.BrCCBr.BrCCBr.BrCCBr.BrCCBr.BrCCBr.BrCCBr.BrCCBr.BrCCBr
- Calculated total energy: -42864.0676 a.u.
- HOMO: -9.33 eV
- Maximum force: 1.8 eV/Å

Last column: Mulliken charge in e.
CARTESIAN COORDINATES (ANGSTROEM)
C -0.663 -5.710 1.444  -0.5934
O -0.496 -5.323 0.094  -0.5027
C -0.539 -3.929 -0.117  0.1574
C -1.709 -3.218 0.573  0.2163
C -2.003 -1.970 -0.252  -0.7382
N -2.991 -1.030 0.321  0.4017
C -2.495 0.307 0.621  0.0461
C -1.670 0.434 1.894  -0.0571
O -0.803 -0.681 2.087  0.0416
C -3.886 -1.533 1.209  0.2340
O -4.087 -1.221 2.363  -0.4747
O -4.659 -2.500 0.567  -0.1344
O -5.278 -3.322 1.551  -0.1490
C -6.620 -3.441 1.313  0.0566
O -7.210 -4.320 1.907  -0.5713
C -7.309 -2.526 0.362  0.3300
C -7.099 -1.149 0.352  0.6695
C -7.750 -0.333 -0.562  -0.4085
C -8.622 -0.917 -1.474  -0.5358
C -8.861 -2.281 -1.461  -0.5993
C -8.203 -3.090 -0.541  -0.4439
H -1.716 -5.899 1.649  0.2554
H -0.126 -6.637 1.614  0.3006
H -0.265 -4.980 2.145  0.1880
H -0.650 -3.785 -1.188  -0.4177
H 0.408 -3.459 0.169  0.3820
H -2.554 -3.898 0.539  0.4330
H -1.435 -2.942 1.581  0.0113
H -1.074 -1.440 -0.409  -0.1123
H -2.323 -2.288 -1.242  0.4719
H -3.291 1.045 0.672  -0.4457
H -1.883 0.613 -0.223  0.3644
H -1.103 1.361 1.936  0.4349
H -2.362 0.479 2.729  -0.2295
H -1.156 -1.139 2.852  -0.1631
H -6.414 -0.741 1.079  0.1200
H -7.567 0.726 -0.554  0.1739
H -9.105 -0.282 -2.200  0.4007
H -9.551 -2.732 -2.154  0.4015
H -8.380 -4.152 -0.536  0.4354
Br -5.478 2.601 0.040  -0.1622
C -6.230 2.366 1.822  -0.4685
C -5.713 3.400 2.785  -0.6747
Br -3.892 3.013 3.348  -0.1340
H -5.996 1.352 2.131  0.1952
H -7.306 2.470 1.699  0.4679
H -6.304 3.398 3.698  0.3907
H -5.704 4.398 2.362  0.4090
Br 0.163 -3.047 -3.604  -0.1066
C 1.014 -1.410 -4.236  -0.6577
C 1.937 -0.784 -3.228  -0.4321
Br 0.957 0.156 -1.833  -0.1117
H 0.210 -0.742 -4.529  0.3702
H 1.574 -1.712 -5.118  0.3813
H 2.547 -0.021 -3.708  0.2338
H 2.580 -1.502 -2.730  0.3862
Br 4.014 -2.146 1.066  -0.1567
C 2.639 -0.949 1.758  0.0745
C 2.792 -0.724 3.238  -0.5384
Br 2.183 -2.273 4.237  -0.1599
H 1.682 -1.393 1.504  -0.2872
H 2.761 -0.016 1.212  0.2662
H 2.160 0.102 3.556  0.3239
H 3.817 -0.534 3.541  0.4555
Br 2.633 4.033 -1.846  -0.1312
C 4.431 3.296 -1.815  -0.7500
C 5.264 3.791 -2.961  -0.0245
Br 4.776 2.898 -4.626  -0.1764
H 4.321 2.217 -1.815  0.4557
H 4.858 3.617 -0.867  0.3909
H 6.309 3.536 -2.796  -0.1188
H 5.162 4.856 -3.135  0.3415
Br 8.572 2.353 -2.086  -0.1407
C 8.131 0.454 -2.091  -0.4506
C 7.672 -0.011 -0.735  -0.6502
Br 9.163 -0.213 0.497  -0.1420
H 9.011 -0.070 -2.442  0.4122
H 7.332 0.344 -2.823  0.2238
H 7.219 -0.998 -0.807  0.3886
H 6.972 0.675 -0.269  0.3371
Br 4.667 6.985 -0.913  -0.1211
C 2.966 7.697 -0.304  -0.5367
C 3.044 8.179 1.119  -0.5930
Br 3.041 6.695 2.378  -0.1282
H 2.232 6.909 -0.442  0.3132
H 2.742 8.523 -0.976  0.3479
H 2.167 8.771 1.368  0.3511
H 3.940 8.757 1.318  0.3684
Br 9.796 0.488 -5.279  -0.1216
C 8.588 0.558 -6.801  -0.5496
C 7.151 0.437 -6.368  -0.2688
Br 6.687 -1.393 -5.891  -0.1324
H 8.895 -0.229 -7.482  0.3850
H 8.759 1.527 -7.265  0.3570
H 6.483 0.702 -7.185  0.3775
H 6.924 1.051 -5.504  -0.0231
Br -1.463 -2.906 4.762  -0.1258
C -2.919 -1.762 5.377  -0.2320
C -2.876 -1.569 6.868  -0.6822
Br -3.519 -3.141 7.817  -0.1602
H -3.841 -2.218 5.032  0.3926
H -2.779 -0.812 4.866  -0.0144
H -3.542 -0.761 7.164  0.4292
H -1.876 -1.368 7.236  0.3871

A molecular structure, C30H51Br2Cl17O7Si2 at a distorted geometry, computed with ωB97M-V/def2-TZVPD.

Properties
- M: 1342.41 g/mol
- Calculated total energy: -15250.7572 a.u.
- HOMO: -8.65 eV
- Maximum force: 2.9 eV/Å

Last column: Mulliken charge in e.
CARTESIAN COORDINATES (ANGSTROEM)
C -2.761 -0.002 5.130  -1.4394
C -2.516 0.741 3.766  -0.0180
C -3.644 0.448 2.630  -0.2498
Cl -4.525 -1.062 3.154  -0.1860
Si -2.675 0.192 0.979  -0.3431
C -1.443 1.665 0.910  -0.6228
C -2.117 3.063 1.217  -0.0140
C -1.096 4.085 1.853  0.0951
O -0.201 3.778 2.580  -0.5560
O -1.291 5.427 1.455  -0.4440
O -1.906 -1.324 1.147  -0.1348
Si -0.994 -1.828 -0.199  0.2483
O 0.042 -0.606 -0.821  -0.4838
C -2.055 -2.556 -1.620  -0.5168
C -1.529 -3.951 -2.143  -0.0636
C -2.305 -4.299 -3.489  -0.8481
C -1.270 -4.613 -4.644  -0.6782
O -0.242 -3.607 -4.731  -0.2945
C -0.563 -2.595 -5.602  0.7405
C 0.622 -1.643 -5.993  -0.9920
O -1.659 -2.370 -6.050  -0.5429
C 0.201 -3.254 0.327  -0.9651
O 1.343 -3.144 -0.551  -0.1751
C 2.196 -4.234 -0.464  0.3673
C 2.623 -4.895 0.757  -0.4132
C 3.570 -6.010 0.637  -0.2682
C 4.116 -6.469 -0.626  -0.5484
C 3.674 -5.815 -1.855  -0.7534
C 2.738 -4.720 -1.744  -0.1473
C -3.993 0.275 -0.426  -0.1239
Br -5.851 0.551 0.275  -0.0855
C -3.757 1.440 -1.476  0.1886
C -5.006 1.424 -2.492  -1.0731
Br -2.152 1.213 -2.591  -0.1032
H -3.774 0.162 5.572  0.3379
H -2.032 0.443 5.872  0.4111
H -2.485 -1.089 5.084  0.3192
H -2.419 1.835 3.982  0.1537
H -1.556 0.352 3.347  0.0367
H -4.286 1.362 2.613  0.4849
H -0.929 1.755 -0.076  0.6335
H -0.662 1.506 1.710  0.5691
H -3.028 3.021 1.863  0.1172
H -2.379 3.519 0.220  0.2148
H -0.826 5.580 0.609  0.2819
H 0.734 -0.536 -0.130  0.2369
H -2.040 -1.779 -2.433  0.2282
H -3.125 -2.686 -1.297  0.3198
H -1.870 -4.721 -1.395  0.3652
H -0.418 -4.015 -2.247  -0.0230
H -3.034 -3.510 -3.793  0.3537
H -2.894 -5.243 -3.322  0.3966
H -0.769 -5.581 -4.376  0.3469
H -1.810 -4.794 -5.611  0.4323
H 0.259 -0.697 -6.454  0.2928
H 1.213 -1.455 -5.056  0.2651
H 1.296 -2.197 -6.696  0.2928
H -0.299 -4.254 0.322  0.4705
H 0.534 -3.053 1.385  0.3906
H 2.252 -4.554 1.744  0.3068
H 3.942 -6.537 1.552  0.1058
H 4.856 -7.291 -0.722  0.6815
H 4.038 -6.075 -2.877  0.3175
H 2.416 -4.208 -2.683  0.3769
H -4.069 -0.675 -1.026  0.4851
H -3.825 2.431 -0.959  0.2039
H -5.392 0.376 -2.581  0.3353
H -4.581 1.666 -3.506  0.4776
H -5.789 2.161 -2.200  0.0766
C -2.537 7.509 -1.268  -0.0587
Cl -4.253 7.510 -1.689  -0.1429
Cl -1.688 6.145 -2.015  -0.1748
H -2.090 8.434 -1.615  0.2156
H -2.442 7.432 -0.188  0.1730
C -7.281 5.465 -0.129  -0.2735
Cl -7.419 4.384 -1.522  -0.1448
Cl -6.190 4.804 1.094  -0.1070
H -6.894 6.423 -0.464  0.1914
H -8.265 5.596 0.312  0.3344
C -1.868 11.098 -0.008  -0.0591
Cl -2.614 10.643 1.528  -0.1441
Cl -2.951 10.774 -1.369  -0.1679
H -1.636 12.159 0.014  0.1159
H -0.955 10.523 -0.139  0.2614
C 6.407 -8.189 3.110  0.2377
Cl 5.430 -9.072 1.930  -0.1496
Cl 5.419 -7.608 4.457  -0.1738
H 7.177 -8.852 3.497  0.2540
H 6.866 -7.337 2.617  -0.1825
C -0.037 14.635 2.023  -0.2274
Cl -1.757 14.615 1.616  -0.1386
Cl 0.821 13.285 1.268  -0.1421
H 0.397 15.567 1.672  0.2721
H 0.070 14.560 3.101  0.2589
C 2.477 3.585 4.309  0.3540
Cl 3.002 1.993 4.877  -0.1731
Cl 2.427 4.755 5.635  -0.1720
H 3.176 3.937 3.556  0.2559
H 1.484 3.496 3.880  -0.1830
C 7.480 -5.613 -0.170  -0.0039
Cl 7.368 -6.777 -1.492  -0.1518
Cl 8.532 -6.204 1.124  -0.1589
H 7.885 -4.681 -0.554  0.3435
H 6.484 -5.444 0.235  0.0067
C 11.163 -9.126 1.049  -0.3030
Cl 10.382 -9.465 2.600  -0.1403
Cl 10.107 -9.535 -0.306  -0.1272
H 11.402 -8.067 1.001  0.2370
H 12.072 -9.715 0.977  0.3371

A molecular structure, C30H51Br9O14 at a distorted geometry, computed with ωB97M-V/def2-TZVPD.

Properties
- M: 1354.86 g/mol
- Calculated total energy: -25393.0006 a.u.
- HOMO: -9.39 eV
- Maximum force: 5.0 eV/Å

Last column: Mulliken charge in e.
CARTESIAN COORDINATES (ANGSTROEM)
C -1.606 -5.539 5.808  -1.4468
C -2.009 -4.192 5.079  0.5078
C -2.777 -3.166 5.895  -0.5264
O -2.391 -1.961 5.291  -0.2091
C -1.154 -2.219 4.746  0.5736
O -0.426 -1.362 4.235  -0.6408
O -0.881 -3.481 4.803  -0.2771
H -0.835 -5.457 6.574  0.3389
H -1.250 -6.287 5.100  0.2862
H -2.377 -6.038 6.395  0.4283
H -2.555 -4.320 4.144  0.2883
H -2.631 -3.385 6.953  0.3411
H -3.791 -3.547 5.774  0.3525
C 0.395 -4.779 -0.111  -1.3976
C -0.044 -6.269 -0.154  0.4005
C -0.321 -6.856 1.206  -0.2256
O -1.489 -7.633 0.965  -0.2948
C -2.104 -7.256 -0.193  0.6618
O -3.043 -7.835 -0.798  -0.6024
O -1.342 -6.376 -0.780  -0.3601
H -0.275 -3.980 0.206  0.3484
H 0.903 -4.582 -1.056  0.3512
H 1.212 -4.752 0.610  0.4003
H 0.624 -6.905 -0.735  0.2777
H -0.529 -6.053 1.913  0.1278
H 0.523 -7.490 1.477  0.3115
C 6.424 -7.661 5.361  -1.4722
C 5.394 -8.316 6.218  0.5302
C 4.274 -7.347 6.555  -0.4793
O 3.094 -7.993 5.968  -0.2966
C 3.419 -9.272 5.560  0.6468
O 2.645 -10.155 5.202  -0.5790
O 4.714 -9.246 5.400  -0.3678
H 6.232 -7.846 4.304  0.3690
H 7.389 -8.136 5.538  0.3576
H 6.640 -6.615 5.576  0.3967
H 5.880 -8.657 7.132  0.2592
H 4.498 -6.459 5.963  0.2860
H 4.365 -6.901 7.545  0.3469
C -2.582 3.546 -0.527  -0.8963
C -2.490 2.545 0.553  0.7419
O -2.103 1.402 0.195  -0.6037
C -2.883 2.815 1.988  -0.9773
H -3.025 2.975 -1.343  0.2976
H -1.589 3.861 -0.847  0.2532
H -3.188 4.389 -0.194  0.2922
H -2.834 1.798 2.378  0.2579
H -3.882 3.250 1.969  0.3436
H -2.157 3.374 2.579  0.2907
C -2.678 -11.287 3.929  -1.0181
C -2.276 -12.774 3.936  0.8324
O -2.794 -13.501 4.773  -0.5644
C -1.479 -13.226 2.748  -1.0264
H -1.765 -10.694 3.869  0.2799
H -3.243 -10.920 4.785  0.2873
H -3.379 -10.997 3.146  0.3098
H -1.902 -12.810 1.834  0.3153
H -1.642 -14.298 2.639  0.3199
H -0.421 -12.984 2.858  0.2695
C -6.426 0.768 5.520  -0.9572
C -5.937 2.024 6.266  0.8602
O -6.607 3.079 6.126  -0.5819
C -4.678 1.852 7.050  -1.0241
H -6.088 -0.140 6.020  0.2693
H -6.012 0.639 4.520  0.2507
H -7.496 0.677 5.329  0.3250
H -4.447 0.863 7.445  0.2901
H -4.674 2.467 7.950  0.3216
H -3.791 2.138 6.484  0.2477
C 2.593 2.659 1.453  -0.9402
C 2.947 2.503 -0.015  0.7958
O 3.436 3.443 -0.702  -0.5907
C 2.638 1.199 -0.608  -1.0231
H 2.271 3.620 1.855  0.3221
H 3.431 2.234 2.006  0.2755
H 1.747 1.986 1.589  0.2473
H 2.551 1.388 -1.678  0.3105
H 1.667 0.836 -0.271  0.3205
H 3.412 0.476 -0.353  0.2843
C -4.540 -1.956 12.692  -1.0185
C -4.981 -1.293 11.411  0.7026
O -4.457 -1.643 10.383  -0.5504
C -6.079 -0.221 11.440  -0.9114
H -5.348 -2.600 13.040  0.2973
H -4.367 -1.184 13.441  0.3115
H -3.700 -2.642 12.581  0.2930
H -5.647 0.619 10.897  0.2676
H -6.335 0.263 12.383  0.3219
H -6.883 -0.555 10.784  0.2860
C -5.224 -9.125 9.775  -0.3706
Br -4.288 -10.766 9.102  -0.0203
Br -6.267 -8.458 8.242  0.0091
Br -3.715 -7.892 10.256  -0.0219
H -5.835 -9.346 10.650  0.4024
C 2.175 -0.776 7.699  -0.3875
Br 0.509 0.282 8.230  -0.0162
Br 1.938 -2.673 8.273  -0.0089
Br 3.590 -0.135 8.857  -0.0458
H 2.373 -0.642 6.636  0.4375
C -9.994 -4.210 5.209  -0.3951
Br -11.004 -2.574 5.468  -0.0166
Br -11.036 -5.634 5.979  -0.0131
Br -8.185 -4.180 6.021  0.0385
H -9.824 -4.348 4.141  0.3885

no.,HOMO-LUMO gap (Eh)
1,0.3449
2,0.3250
3,0.3248